# 1
Density functional theory data (wB97M-V/def2-TZVPD) for C4H9NO in the gas phase at a distorted geometry.

## Properties
ΔE to the lowest compared entry with this formula, charge and spin = 129.9 kcal per mole
E_HOMO (alpha / beta) = -8.32 / -8.31 eV

Structure (ORCA input):
```
! RIJCOSX wB97M-V def2-TZVPD def2/J DEFGRID3
* xyz 0 1
H 0.574 1.215 -1.094
H -1.937 -0.492 0.314
H -1.177 -1.515 -0.887
H -1.397 2.224 -0.852
C 1.417 -1.100 -0.021
O 0.954 1.739 0.811
H -0.982 -1.873 0.814
C -1.011 -1.043 0.096
H 1.437 -1.710 -0.943
C -0.929 1.792 0.032
C 0.268 0.987 -0.019
H 1.559 -1.794 0.823
H 2.306 -0.456 -0.038
H -1.306 2.405 0.841
N 0.222 -0.379 0.123
*
```

# 2
Density functional theory data (wB97M-V/def2-TZVPD) for 6 unconnected molecules or ions with the total composition C14H32Cl9N3O3 at a distorted geometry.

## Properties
structure (SMILES) = COC[C@H](C)N.COC[C@H](C)N.ClC(Cl)Cl.ClC(Cl)Cl.ClC(Cl)Cl.CN(C)C=O
E_HOMO = -9.19 eV

Structure (ORCA input):
```
! RIJCOSX wB97M-V def2-TZVPD def2/J DEFGRID3
* xyz 0 1
Cl 1.674 -0.466 4.403
H 1.945 3.530 -2.411
C 3.377 -3.937 0.323
N -3.090 -2.049 0.877
H -0.659 4.037 -1.355
Cl 1.099 -3.480 2.583
H 1.403 5.817 -1.705
H -1.870 7.311 -2.217
H -3.069 -1.024 3.495
C -0.656 -3.612 2.342
H 1.729 -0.223 2.064
H -2.935 -1.759 -0.089
H 1.261 3.751 -4.719
O -0.502 5.794 -2.632
H -1.754 1.631 -1.449
H 0.599 3.228 -0.690
Cl 0.570 -1.493 -0.143
C -4.027 -1.224 3.008
C -3.753 -0.908 1.535
C 0.650 -0.004 -1.113
H -2.674 2.596 -0.254
H -1.128 1.800 0.140
H -1.967 0.031 1.726
C 1.891 -5.764 -0.444
H -0.252 7.486 -1.457
N 0.061 3.344 -1.544
Cl 0.772 1.759 2.791
N 3.041 -5.332 0.145
H 0.894 2.283 -3.964
H 4.300 -3.691 -0.207
H -4.715 -0.850 1.003
C 0.618 3.343 -3.930
H -4.776 -0.598 3.486
C 3.888 -6.262 0.862
H 3.615 -7.298 0.648
H 3.383 -3.715 1.385
H -0.406 3.332 -4.305
C 0.864 5.491 -2.603
H 1.741 -6.847 -0.316
H -4.242 -2.286 3.092
C 0.951 3.954 -2.561
O -2.812 0.546 -0.068
C -2.941 0.373 1.337
Cl -1.551 -3.248 3.842
C -2.075 1.694 -0.408
H 4.971 -6.316 0.711
C -0.801 7.138 -2.334
H 1.396 5.834 -3.493
H -0.887 -2.853 1.605
H 2.648 -3.312 -0.184
Cl -1.094 -5.198 1.757
H -3.243 1.291 1.838
Cl 0.461 -0.412 -2.827
H -3.748 -2.810 0.741
O 1.151 -5.040 -1.071
H -0.214 0.583 -0.828
H -0.542 7.778 -3.188
C 1.929 0.442 2.897
Cl 3.569 1.073 2.716
H 3.783 -6.091 1.938
Cl 2.146 0.831 -0.778
*
```

# 3
Density functional theory data (wB97M-V/def2-TZVPD) for 2 unconnected molecules or ions with the total composition C8H10O2 at a distorted geometry.

## Properties
structure (SMILES) = c1ccccc1.CC(=O)O
ΔE to the lowest compared entry with this formula, charge and spin = 36.7 kcal per mole
E_HOMO = -9.20 eV

Structure (ORCA input):
```
! RIJCOSX wB97M-V def2-TZVPD def2/J DEFGRID3
* xyz 0 1
C 1.123 1.035 1.159
H -0.451 1.995 -1.627
H 0.349 0.259 -1.416
O -2.367 1.338 -0.293
H 3.099 -1.111 -0.595
O -2.129 -0.850 -1.187
H 1.108 2.006 1.549
C -1.745 0.570 -1.031
C 0.163 0.061 1.574
C 2.368 -0.719 0.059
H -0.666 0.712 -2.756
H 3.061 1.278 0.091
C 2.299 0.609 0.554
H -0.822 0.496 1.932
C 1.337 -1.664 0.396
H 1.372 -2.668 -0.106
C 0.323 -1.384 1.307
H -2.758 -1.103 -0.542
H -0.466 -2.183 1.633
C -0.512 0.894 -1.739
*
```

| no. | energy (eV) |
| --- | --- |
| 1 | -7826.68631 |
| 2 | -138349.91791 |
| 3 | -12552.07031 |